This record from OMol25 describes a 8-piece molecular cluster, C14H44O8 overall at a distorted geometry. The level of theory is the ωB97M-V functional and the def2-TZVPD basis.

## Properties
Frontier orbital gap, hartree: 0.359
Highest occupied orbital energy, eV: -9.73
LUMO energy, eV: 0.05
SMILES string: CCO.CCO.CCO.CCO.CCO.CCO.CCO.O
Energy above the lowest of the compared OMol25 structures with the same formula, charge and spin, kcal per mole: 50.2

The geometry in ORCA input format:
```
! wB97M-V def2-TZVPD RIJCOSX def2/J DEFGRID3
* xyz 0 1
C 25.626 8.680 -26.487
C 24.532 8.959 -27.486
O 25.102 9.129 -28.770
H 26.156 7.754 -26.724
H 25.204 8.433 -25.511
H 26.371 9.470 -26.403
H 23.941 9.849 -27.247
H 23.860 8.100 -27.593
H 24.446 9.478 -29.377
C 27.289 1.963 -25.731
C 26.566 3.175 -25.154
O 25.178 3.092 -25.110
H 28.352 2.069 -25.510
H 26.956 1.836 -26.759
H 27.100 1.042 -25.171
H 26.919 4.051 -25.708
H 26.926 3.286 -24.123
H 24.857 3.972 -24.878
C 26.358 5.535 -22.529
C 25.080 6.303 -22.708
O 24.335 5.842 -23.837
H 26.904 5.961 -21.687
H 27.014 5.726 -23.385
H 26.198 4.460 -22.521
H 25.142 7.395 -22.725
H 24.470 6.104 -21.816
H 23.584 6.439 -23.944
C 25.751 1.331 -21.136
C 25.542 0.340 -19.991
O 25.529 -0.998 -20.482
H 24.768 1.739 -21.372
H 26.068 0.987 -22.124
H 26.549 2.048 -20.932
H 24.528 0.444 -19.595
H 26.309 0.554 -19.245
H 25.976 -1.543 -19.829
C 22.116 2.780 -21.241
C 22.715 3.097 -22.613
O 23.039 1.913 -23.319
H 22.507 3.415 -20.444
H 22.418 1.795 -20.877
H 21.027 2.810 -21.214
H 23.664 3.592 -22.380
H 22.087 3.789 -23.176
H 23.465 2.102 -24.163
C 22.638 5.142 -27.562
C 21.869 5.165 -26.296
O 20.499 4.960 -26.638
H 22.596 4.183 -28.085
H 23.716 5.288 -27.459
H 22.310 5.845 -28.331
H 21.911 6.103 -25.737
H 22.161 4.319 -25.665
H 19.988 4.794 -25.842
C 27.557 4.372 -18.604
C 27.900 3.248 -17.609
O 29.295 2.961 -17.609
H 26.468 4.465 -18.605
H 27.807 4.033 -19.609
H 28.005 5.326 -18.337
H 27.359 2.332 -17.859
H 27.610 3.528 -16.593
H 29.413 2.040 -17.845
O 22.694 8.225 -24.243
H 23.300 8.968 -24.156
H 21.870 8.616 -24.551
*
```